# 1
Formula: C8H12N2O2
Source: OMol25
Level of theory: ωB97M-V with the def2-TZVPD basis set

For the energy above the lowest of the compared OMol25 structures with the same formula, charge and spin, the calculation gives 40.3 kcal per mole. The value obtained for the gap between HOMO and LUMO is 9.70 eV. As for the total charge: 0. The LUMO energy comes out at 0.553 eV. As for the total energy: -15565.1608 eV. Its multiplicity is 1.

Geometry as XYZ:
```
24
C8H12N2O2, DFT ωB97M-V with the def2-TZVPD basis set
C -0.07752 -1.56925 1.41775
H 0.74889 -0.80729 1.22180
O -1.18532 0.53079 2.11469
H -1.53754 -2.78578 0.35767
H 1.23596 2.18269 -3.03166
H 0.16354 -2.99805 -0.07431
H 0.35736 -2.23612 2.28163
H 0.79265 4.05821 -1.46425
N 0.50678 1.39351 0.20876
H 0.40719 3.32963 0.97777
C 0.52253 2.69044 0.17425
N 0.71720 3.14323 -1.10867
C -1.10537 -0.76419 2.30794
H -0.41771 0.77481 1.53669
O -1.75616 -1.41453 3.06876
H 0.89821 -0.89477 -2.28157
C 1.08672 2.02397 -1.89408
H 1.35770 -1.20837 -0.45938
H -1.19805 -1.76262 -1.70636
C -0.63046 -2.26799 0.24305
C 0.65169 -0.61197 -1.21923
H -1.56081 -0.50045 -0.69058
C -0.75965 -1.20864 -0.90193
C 0.78216 0.90275 -1.07874
```

***

# 2
Formula: C2H6NO3
Source: OMol25
Level of theory: ωB97M-V with the def2-TZVPD basis set

For the energy above the lowest of the compared OMol25 structures with the same formula, charge and spin, the calculation gives 27.7 kcal per mole. The value obtained for the gap between HOMO and LUMO is 12.39 eV. As for the total charge: +1. The LUMO energy comes out at -4.253 eV. As for the total energy: -9795.8879 eV. Its multiplicity is 1.

Geometry as XYZ:
```
12
C2H6NO3, DFT ωB97M-V with the def2-TZVPD basis set
O -2.60689 -0.25102 -0.14103
H -2.98431 -1.08848 0.14947
O 1.79681 -1.47466 0.19233
H 1.30161 -0.60628 -1.51658
O 1.97030 0.86564 -0.13007
H 0.56648 2.31118 0.54378
C 1.33205 -0.42666 -0.43518
C 0.80205 1.30402 0.22864
N 0.06683 0.24670 0.05909
H -3.31814 0.39572 -0.13145
H -0.96938 0.03784 0.06213
H 2.04259 -1.31400 1.11888
```

***

# 3
Formula: C4H6O2
Source: OMol25
Level of theory: ωB97M-V with the def2-TZVPD basis set

For the energy above the lowest of the compared OMol25 structures with the same formula, charge and spin, the calculation gives 53.0 kcal per mole. The value obtained for the gap between HOMO and LUMO is 9.89 eV. As for the total charge: 0. The LUMO energy comes out at 0.798 eV. As for the total energy: -8338.1619 eV. Its multiplicity is 1.

Geometry as XYZ:
```
12
C4H6O2, DFT ωB97M-V with the def2-TZVPD basis set
H -0.11419 1.46916 1.22713
H 0.83594 -0.86277 -2.35848
H 1.67646 -1.70197 -0.23606
H 1.24158 -0.12519 0.61804
O -1.43540 -1.45660 1.17140
C 0.72120 -0.28588 -1.44692
H -0.38244 1.14088 -0.85168
O 0.03797 0.85559 -1.68389
C 1.23298 -0.71690 -0.29006
C -1.21954 -0.31573 1.14074
H -1.99300 1.58323 1.16973
C -1.08229 1.00083 1.09187
```

***

# 4
Formula: C5H7BrO2
Source: OMol25
Level of theory: ωB97M-V with the def2-TZVPD basis set

For the energy above the lowest of the compared OMol25 structures with the same formula, charge and spin, the calculation gives 66.0 kcal per mole. The value obtained for the gap between HOMO and LUMO is 9.99 eV. As for the total charge: 0. The LUMO energy comes out at 0.671 eV. As for the total energy: -79431.7055 eV. Its multiplicity is 1.

Geometry as XYZ:
```
15
C5H7BrO2, DFT ωB97M-V with the def2-TZVPD basis set
C -1.73824 -1.81127 1.09391
Br -3.71177 0.37703 -0.18921
C 2.20977 0.69828 -1.12923
H -0.79064 -1.83862 -1.10629
H -0.20469 1.93580 0.60593
H 2.16970 0.78805 -2.15315
C -1.33160 -1.53620 -0.30872
C -2.33444 -0.83800 0.15604
H -1.15698 -1.38532 1.82097
C 0.83241 1.79078 0.55192
O 0.97466 1.05977 -0.52893
H -2.37645 -2.77246 1.40014
H 2.68750 -0.14965 -0.72766
H 3.06116 1.53810 -0.82967
O 1.70960 2.14371 1.34394
```

***

# 5
Formula: C2HLiNaO3
Source: OMol25
Level of theory: ωB97M-V with the def2-TZVPD basis set

For the energy above the lowest of the compared OMol25 structures with the same formula, charge and spin, the calculation gives 0.0 kcal per mole. The value obtained for the gap between HOMO and LUMO (spin up / spin down) is 4.15 / 6.96 eV. As for the total charge: 0. The LUMO energy (spin up / spin down) comes out at -0.716 / -0.870 eV. As for the total energy: -12854.7993 eV. Its multiplicity is 2.

Geometry as XYZ:
```
8
C2HLiNaO3, DFT ωB97M-V with the def2-TZVPD basis set
C 0.84139 -0.09867 0.08946
Na 0.40746 2.71031 -0.38116
O 1.64775 0.88596 -0.11535
C -0.63937 0.06330 0.17904
O -1.35632 -1.01122 0.10809
Li -0.98409 -2.66158 -0.38903
O -1.15531 1.22536 0.20639
H 1.23848 -1.11345 0.30255
```

***

# 6
Formula: C7H17MnO3
Source: OMol25
Level of theory: ωB97M-V with the def2-TZVPD basis set

The value obtained for the gap between HOMO and LUMO (spin up / spin down) is 7.82 / 8.75 eV. As for the total charge: +2. The LUMO energy (spin up / spin down) comes out at -8.415 / -9.350 eV. As for the total energy: -44977.6629 eV. Its multiplicity is 7.

Geometry as XYZ:
```
28
C7H17MnO3, DFT ωB97M-V with the def2-TZVPD basis set
H 0.80748 -2.10212 1.45092
H -5.13947 1.96735 0.12674
H -1.18368 3.24432 -0.03890
H 4.67234 -1.66198 0.55698
H -4.76757 1.29601 1.74638
C 2.19197 -2.39081 -0.18778
H -3.37336 1.49823 0.51729
H -4.23502 2.95406 1.31933
H -1.86101 -1.40867 -0.08780
H 2.18964 -2.72076 -1.23592
C 4.22536 -1.10243 -0.27308
H 4.49016 -1.56314 -1.23298
O 2.80259 -1.09206 -0.11795
O 0.20055 -1.13442 -0.27271
H -0.80090 2.86835 -1.76216
H 0.21431 -3.17476 0.13865
C -0.44444 2.82124 -0.72653
H 4.56648 -0.06316 -0.24718
O -0.21307 1.44620 -0.36285
H -2.04741 0.81074 -1.13175
C -1.34288 0.64690 -0.31480
C -4.40337 1.94005 0.93894
H 0.50577 3.35224 -0.62328
Mn 1.49121 0.35220 -0.52025
H 2.76971 -3.10027 0.41769
H -1.02908 -0.70524 1.33083
C 0.79219 -2.27012 0.36426
C -1.07851 -0.70795 0.22793
```